1.
The following is a quantum chemistry calculation of C16H22O5 in the gas phase at a distorted geometry, from the Open Molecules 2025 dataset.

Summary:
Total charge   0
Structure (SMILES)   CCCCCCCCC(=O)c1c(OC)oc(C=O)cc1=O

Last column: Löwdin charge in e.
Geometry (Å):
C: 2.011 2.718 1.979  -0.123
C: 0.920 3.783 2.059  -0.273
C: 0.040 3.757 0.827  -0.242
C: -0.785 2.481 0.771  -0.230
C: -1.858 2.581 -0.295  -0.209
C: -2.827 1.364 -0.270  -0.210
C: -2.212 0.019 -0.604  -0.217
C: -1.521 -0.117 -1.964  -0.095
C: -1.090 -1.562 -2.203  -0.359
O: -1.856 -2.363 -2.676  0.143
C: 0.121 -2.102 -1.614  -0.011
C: 0.140 -2.980 -0.536  -0.138
O: -1.060 -3.274 0.080  -0.021
C: -1.050 -4.053 1.292  -0.029
O: 1.343 -3.527 -0.057  0.095
C: 2.524 -3.084 -0.558  -0.173
C: 3.786 -3.493 0.121  -0.160
O: 4.908 -3.134 -0.216  0.069
C: 2.595 -2.233 -1.635  0.120
C: 1.381 -1.794 -2.253  -0.395
O: 1.414 -1.081 -3.230  0.094
H: 2.794 2.864 2.737  0.068
H: 1.607 1.723 2.102  0.058
H: 2.589 2.796 1.048  0.079
H: 0.297 3.664 2.944  0.103
H: 1.447 4.782 2.103  0.120
H: 0.610 3.915 -0.079  0.116
H: -0.617 4.586 0.924  0.096
H: -0.159 1.642 0.454  0.106
H: -1.228 2.292 1.751  0.125
H: -2.500 3.447 -0.076  0.113
H: -1.384 2.693 -1.271  0.111
H: -3.626 1.521 -1.017  0.113
H: -3.366 1.261 0.689  0.116
H: -1.456 -0.239 0.153  0.106
H: -3.026 -0.721 -0.465  0.129
H: -2.289 0.107 -2.731  0.135
H: -0.703 0.583 -2.137  0.118
H: -0.461 -4.963 1.162  0.093
H: -0.610 -3.477 2.111  0.098
H: -2.026 -4.397 1.607  0.093
H: 3.656 -4.059 1.048  0.127
H: 3.525 -1.925 -2.070  0.138

2.
The following is a quantum chemistry calculation of 2 unconnected molecules or ions with the total composition CH6S4 at a distorted geometry, from the Open Molecules 2025 dataset.

Summary:
Total charge   0
Structure (SMILES)   CSS.SS

Last column: Löwdin charge in e.
Geometry (Å):
C: -0.533 -1.226 -0.849  -0.491
S: -1.813 -2.198 0.114  0.341
S: -1.825 -0.944 1.805  0.264
H: -0.642 -0.107 -0.836  0.001
H: -0.545 -1.463 -1.905  0.021
H: 0.426 -1.507 -0.379  0.023
H: -0.488 -0.829 2.055  -0.180
S: 2.747 1.222 -0.800  0.219
S: 0.980 2.477 -0.612  0.239
H: 3.543 2.275 -0.469  -0.209
H: 0.336 1.694 -1.512  -0.228

3.
The following is a quantum chemistry calculation of C5H8O2 in the gas phase, from the Open Molecules 2025 dataset.

Summary:
Total charge   0

Last column: Löwdin charge in e.
Geometry (Å):
O: -1.589 1.255 0.386  -0.058
C: -1.985 -0.048 0.746  -0.238
C: -1.095 -1.080 0.054  -0.126
O: 0.240 -0.715 0.469  -0.064
C: 1.147 -0.337 -0.402  -0.137
C: 2.265 0.396 -0.034  -0.234
C: 2.119 1.234 1.100  0.055
H: -0.720 1.444 0.791  0.077
H: -3.043 -0.202 0.477  0.130
H: -1.883 -0.216 1.825  0.125
H: -1.179 -0.998 -1.034  0.126
H: -1.280 -2.121 0.367  0.135
H: 0.975 -0.691 -1.424  0.135
H: 3.139 0.321 -0.714  0.092
H: 3.122 1.681 1.278  -0.018

4.
The following is a quantum chemistry calculation of C4H9NO2 in the gas phase, from the Open Molecules 2025 dataset.

Summary:
Total charge   0
Structure (SMILES)   C[C@@H](CO)NC=O

Last column: Löwdin charge in e.
Geometry (Å):
C: -1.089 1.282 -0.571  -0.071
C: -0.345 0.432 0.453  -0.301
C: -0.958 -1.012 0.486  -0.256
O: -0.145 -1.902 1.179  -0.067
N: 1.133 0.570 0.133  0.072
C: 1.973 -0.337 -0.443  -0.318
O: 1.752 -1.526 -0.634  0.002
H: -0.693 2.301 -0.541  0.074
H: -2.176 1.316 -0.416  0.086
H: -0.898 0.839 -1.555  0.086
H: -0.509 0.804 1.476  0.140
H: -1.947 -1.009 0.983  0.128
H: -1.205 -1.390 -0.522  0.122
H: 0.610 -1.942 0.566  0.028
H: 1.536 1.510 0.177  0.137
H: 2.959 0.065 -0.770  0.138

5.
The following is a quantum chemistry calculation of a molecular structure, C23H22HfN7O12S2, from the Open Molecules 2025 dataset.

Summary:
Total charge   +1

Last column: Löwdin charge in e.
Geometry (Å):
Hf: 0.841 -0.117 0.641  1.786
O: -2.610 0.772 5.521  0.156
C: -2.237 1.942 4.978  -0.474
O: -2.833 2.954 5.191  0.161
C: -1.048 1.918 4.072  -0.039
C: -0.030 2.855 4.085  0.045
N: 0.790 2.570 3.063  0.052
N: 0.364 1.507 2.365  -0.002
C: -0.751 1.107 2.972  -0.161
C: -1.453 -0.088 2.375  -0.579
O: -2.662 -0.104 2.289  0.103
O: -0.601 -0.963 1.936  -0.124
H: -1.987 0.069 5.301  0.123
H: 0.158 3.687 4.742  0.156
H: 1.609 3.077 2.768  0.162
O: 4.477 -3.309 -2.955  0.130
C: 4.096 -4.516 -2.599  -0.511
O: 4.402 -5.634 -2.851  0.158
C: 3.251 -3.567 -1.890  -0.189
C: 1.956 -3.142 -2.389  0.028
C: 1.253 -2.202 -1.740  -0.118
N: 1.656 -1.616 -0.546  -0.118
C: 2.814 -2.161 0.030  -0.200
C: 3.576 -3.098 -0.552  0.094
C: 3.165 -1.613 1.394  -0.535
O: 4.240 -1.730 1.902  0.147
O: 2.141 -0.917 1.921  -0.188
H: 1.567 -3.558 -3.307  0.131
H: 0.322 -1.832 -2.149  0.088
H: 4.440 -3.477 -0.024  0.147
S: 5.255 1.398 -0.660  1.134
C: 4.961 1.828 0.964  -0.338
C: 3.673 1.567 1.286  -0.235
N: 2.909 1.065 0.255  -0.126
C: 3.650 0.912 -0.821  -0.465
H: 5.741 2.202 1.605  0.087
H: 3.246 1.644 2.273  0.103
H: 3.293 0.461 -1.734  0.080
C: -4.084 -2.971 -1.018  -0.082
C: -2.968 -2.230 -0.299  -0.269
S: -2.300 -0.906 -1.251  0.737
O: -2.168 -1.239 -2.638  -0.243
O: -1.064 -0.480 -0.572  -0.440
C: -3.435 0.452 -1.066  -0.164
C: -3.088 1.656 -1.957  -0.080
N: -1.646 1.958 -1.919  0.062
C: -0.997 2.246 -0.763  -0.333
N: 0.290 1.913 -0.823  0.035
C: 0.494 1.440 -2.107  -0.047
C: -0.680 1.464 -2.775  -0.149
N: -0.899 1.092 -4.156  -0.328
O: 0.010 0.496 -4.686  0.132
O: -1.959 1.395 -4.666  0.111
C: -1.688 2.888 0.388  0.034
H: -4.400 -3.803 -0.391  0.094
H: -3.747 -3.360 -1.976  0.086
H: -4.954 -2.336 -1.182  0.082
H: -2.095 -2.858 -0.100  0.125
H: -3.263 -1.786 0.656  0.100
H: -3.460 0.688 -0.002  0.093
H: -4.412 0.061 -1.357  0.125
H: -3.639 2.527 -1.608  0.141
H: -3.352 1.473 -2.992  0.120
H: 1.447 1.126 -2.494  0.113
H: -2.351 3.675 0.028  0.108
H: -0.946 3.342 1.038  0.085
H: -2.283 2.188 0.977  0.080

6.
The following is a quantum chemistry calculation of 2 unconnected molecules or ions with the total composition C29H22F7N2 at a distorted geometry, from the Open Molecules 2025 dataset.

Summary:
Total charge   +1

Last column: Löwdin charge in e.
Geometry (Å):
F: 3.011 -1.192 -3.825  0.053
C: 2.738 0.042 -3.287  -0.233
C: 3.781 0.934 -3.087  0.071
C: 3.445 2.184 -2.571  -0.243
F: 4.452 3.072 -2.312  0.061
C: 2.140 2.560 -2.307  0.023
C: 1.111 1.619 -2.497  -0.194
C: -0.218 1.943 -1.851  -0.096
C: -1.589 1.624 -2.406  -0.180
C: -2.634 2.522 -2.104  0.032
C: -3.940 2.147 -2.377  -0.234
F: -4.962 3.018 -2.091  0.054
C: -4.266 0.933 -2.982  0.071
C: -3.213 0.077 -3.280  -0.228
F: -3.480 -1.131 -3.890  0.045
C: -1.876 0.403 -3.042  0.025
C: 1.404 0.340 -3.008  0.031
H: 4.798 0.692 -3.393  0.142
H: 1.921 3.544 -1.892  0.132
H: -0.208 3.016 -1.640  0.118
H: -2.428 3.482 -1.633  0.130
H: -5.287 0.697 -3.279  0.140
H: -1.090 -0.297 -3.336  0.095
H: 0.641 -0.432 -3.132  0.094
C: -0.644 1.517 2.760  0.032
N: -1.092 0.343 2.046  0.008
C: -0.282 -0.412 1.267  -0.125
H: -0.181 1.389 -0.933  0.095
C: 1.185 -0.550 1.444  -0.137
C: 1.532 -1.509 2.431  0.006
C: 2.848 -1.776 2.761  0.014
C: 3.852 -1.125 2.063  -0.099
C: 5.278 -1.457 2.437  -0.497
F: 6.130 -1.378 1.368  0.131
F: 5.727 -0.624 3.439  0.127
F: 5.380 -2.725 2.951  0.118
C: 3.560 -0.166 1.091  0.029
C: 2.229 0.164 0.803  0.027
N: -1.088 -1.304 0.625  0.016
C: -0.637 -2.198 -0.422  0.041
C: -2.384 -1.280 1.182  -0.116
C: -2.385 -0.213 2.099  -0.118
C: -3.193 -0.223 3.222  0.009
C: -4.106 -1.282 3.346  -0.044
C: -4.107 -2.346 2.433  -0.044
C: -3.198 -2.388 1.362  0.012
H: -1.387 1.784 3.507  0.092
H: 0.324 1.349 3.239  0.109
H: -0.523 2.359 2.064  0.111
H: 0.748 -2.037 2.977  0.135
H: 3.083 -2.491 3.547  0.139
H: 4.389 0.323 0.575  0.136
H: 1.984 0.971 0.100  0.110
H: -1.358 -3.009 -0.516  0.096
H: -0.575 -1.666 -1.384  0.087
H: 0.360 -2.594 -0.198  0.111
H: -3.058 0.523 4.005  0.118
H: -4.790 -1.305 4.199  0.121
H: -4.796 -3.180 2.587  0.121
H: -3.077 -3.277 0.742  0.118

7.
The following is a quantum chemistry calculation of 2 unconnected molecules or ions with the total composition C11H13N5O7P at a distorted geometry, from the Open Molecules 2025 dataset.

Summary:
Total charge   -1

Last column: Löwdin charge in e.
Geometry (Å):
C: -0.977 -5.271 1.096  -0.095
C: -0.341 -3.961 0.696  -0.279
O: -1.130 -2.801 1.067  -0.256
P: -0.880 -1.349 0.370  0.445
C: 0.302 -0.416 1.306  -0.260
C: 1.607 -0.144 0.982  -0.445
N: 2.749 0.106 0.786  0.051
O: -0.622 -1.403 -1.086  -0.314
O: -2.251 -0.606 0.824  -0.244
C: -3.515 -1.303 1.020  -0.286
C: -4.590 -0.258 1.176  -0.096
H: -0.218 -6.043 0.946  0.072
H: -1.294 -5.298 2.140  0.071
H: -1.833 -5.517 0.468  0.069
H: 0.636 -3.876 1.193  0.118
H: -0.204 -3.944 -0.396  0.112
H: 0.004 -0.179 2.330  0.039
H: -3.716 -1.923 0.135  0.116
H: -3.482 -1.942 1.911  0.110
H: -5.542 -0.748 1.396  0.069
H: -4.343 0.434 1.987  0.078
H: -4.701 0.304 0.245  0.076
O: 2.588 0.058 -2.594  0.085
N: 3.431 0.939 -2.359  -0.319
C: 3.039 2.098 -1.618  -0.127
C: 1.709 2.299 -1.235  0.124
C: 1.414 3.595 -0.864  -0.081
N: 0.194 4.210 -0.608  -0.159
O: -0.944 3.780 -0.505  0.089
O: 0.460 5.603 -0.479  0.012
N: 1.838 5.872 -0.658  0.131
C: 2.401 4.650 -0.912  -0.300
N: 3.660 4.434 -1.287  0.129
C: 3.978 3.187 -1.583  -0.018
O: 4.616 0.890 -2.783  0.024
H: 0.953 1.524 -1.207  0.137
H: 5.002 2.998 -1.899  0.122

8.
The following is a quantum chemistry calculation of 2 unconnected molecules or ions with the total composition C2H5O2S2, from the Open Molecules 2025 dataset.

Summary:
Expectation value of S²   0.755
Multiplicity   2
Total charge   0

Last column: Löwdin spin population.
Geometry (Å):
O: -2.383 1.086 0.414  0.020
C: -2.429 -0.047 0.033  0.093
O: -1.550 -1.004 0.128  0.809
H: -3.303 -0.461 -0.523  0.053
C: 0.993 0.958 -0.159  0.015
S: 2.189 0.109 0.902  0.002
S: 2.563 -1.594 -0.183  0.001
H: 1.464 1.276 -1.083  0.001
H: 0.633 1.811 0.417  0.000
H: 0.143 0.297 -0.333  0.007
H: 1.681 -2.432 0.387  0.000

9.
The following is a quantum chemistry calculation of 2 unconnected molecules or ions with the total composition CH3FO2S at a distorted geometry, from the Open Molecules 2025 dataset.

Summary:
Total charge   0

Last column: Löwdin charge in e.
Geometry (Å):
C: -0.004 -0.161 0.022  0.151
O: 3.104 -0.567 -1.325  -0.330
O: 3.059 -0.911 1.059  -0.336
F: 3.265 1.548 0.099  -0.349
S: 2.645 -0.156 -0.062  0.744
H: -0.210 0.706 -0.542  -0.002
H: -0.127 -1.138 -0.451  0.022
H: -0.100 -0.229 1.226  0.101

10.
The following is a quantum chemistry calculation of C4H2FNS2 in the gas phase at a distorted geometry, from the Open Molecules 2025 dataset.

Summary:
Total charge   0
Structure (SMILES)   N#C/C=C(\F)C(=S)S

Last column: Löwdin charge in e.
Geometry (Å):
N: 3.993 0.075 -0.104  0.154
C: 2.820 0.203 -0.056  -0.186
C: 1.414 0.496 0.022  -0.069
C: 0.436 -0.406 0.035  -0.396
F: 0.690 -1.710 0.166  0.075
C: -1.028 -0.005 -0.037  -1.109
S: -2.165 -1.141 -0.080  0.754
S: -1.253 1.756 0.051  0.790
H: 1.238 1.597 0.077  0.096
H: -2.573 1.701 -0.182  -0.109

11.
The following is a quantum chemistry calculation of 2 unconnected molecules or ions with the total composition C6H14O, from the Open Molecules 2025 dataset.

Summary:
Total charge   0
Structure (SMILES)   C/C(O)=C/C(C)C.[H][H]

Last column: Löwdin charge in e.
Geometry (Å):
C: 2.595 0.691 0.280  -0.054
C: 1.339 -0.129 0.327  -0.430
O: 1.524 -1.489 0.373  0.030
C: 0.104 0.377 0.329  -0.086
C: -1.167 -0.432 0.368  -0.428
C: -1.844 -0.466 -1.010  -0.083
C: -2.128 0.139 1.416  -0.087
H: 3.163 0.607 1.215  0.086
H: 2.368 1.747 0.113  0.082
H: 3.248 0.358 -0.540  0.078
H: 2.456 -1.680 0.218  0.099
H: 0.012 1.462 0.297  0.121
H: -0.910 -1.462 0.647  0.131
H: -2.770 -1.053 -0.973  0.075
H: -1.182 -0.908 -1.763  0.068
H: -2.103 0.549 -1.340  0.080
H: -3.055 -0.444 1.460  0.075
H: -2.394 1.175 1.165  0.078
H: -1.672 0.143 2.413  0.078
H: 1.024 0.416 -2.175  0.028
H: 1.392 0.400 -2.820  0.056

12.
The following is a quantum chemistry calculation of a gas-phase ion, C4H6NOS (charge +1) at a distorted geometry, from the Open Molecules 2025 dataset.

Summary:
Total charge   +1
Structure (SMILES)   C=[N+]1SCCC1=O

Last column: Löwdin charge in e.
Geometry (Å):
C: 1.177 1.978 0.026  0.116
N: 0.322 1.061 0.091  -0.373
S: -1.362 1.191 0.127  1.059
C: -1.564 -0.690 0.043  -0.335
C: -0.191 -1.406 0.095  -0.091
C: 0.893 -0.398 -0.059  -0.289
O: 2.094 -0.465 0.062  0.176
H: 0.915 2.995 -0.115  0.117
H: 2.227 1.704 0.036  0.131
H: -2.025 -0.799 -0.965  0.085
H: -2.382 -0.965 0.738  0.098
H: -0.153 -2.117 -0.883  0.208
H: 0.050 -2.088 0.804  0.099

Energy relative to the best compared isomer or geometry (same formula, charge and spin) values (in eV) by entry order: 3.510; 0.699; 4.947; 1.177; 0.001; 0.000; 0.000; 0.904; 2.793; 0.449; 1.495; 1.471.